Entry 1:
# C5H14

A cluster of 2 separate species, C5H14 in total in a non-equilibrium geometry (wB97M-V/def2-TZVPD, the OMol25 dataset).

Calculated values
Energy above the lowest of the compared OMol25 structures with the same formula, charge and spin   3.9 kcal/mol
SMILES   CCC.CC
Gap between HOMO and LUMO   12.5687 eV

Each line ends with the natural charge from an NBO analysis.
Cartesian coordinates (Å):
C  1.27107  -1.66754  0.62144  -0.3947
C  1.12876  -1.51386  -0.89787  -0.6138
C  1.34233  -0.31253  1.32706  -0.6026
H  0.42866  -2.25610  1.00822  0.1933
H  2.14478  -2.28423  0.84380  0.1934
H  1.64462  -2.29004  -1.46527  0.2088
H  1.56249  -0.58020  -1.23772  0.2000
H  2.22516  0.19418  0.93667  0.2003
H  0.40865  0.19466  1.10359  0.2029
H  0.09322  -1.54792  -1.22891  0.2042
H  1.48842  -0.45718  2.39886  0.2077
C  -1.30858  2.04329  -0.86919  -0.6058
C  -2.13715  1.11748  0.01923  -0.6084
H  -1.53048  1.87046  -1.91070  0.2032
H  -1.42611  3.09832  -0.63743  0.2031
H  -0.24941  1.83724  -0.69917  0.2017
H  -2.10553  0.09448  -0.35167  0.2011
H  -3.20776  1.31894  0.00430  0.2038
H  -1.77313  1.14054  1.03476  0.2017

=====

Entry 2:
# C5H14

A cluster of 2 separate species, C5H14 in total in a non-equilibrium geometry (wB97M-V/def2-TZVPD, the OMol25 dataset).

Calculated values
Energy above the lowest of the compared OMol25 structures with the same formula, charge and spin   22.1 kcal/mol
SMILES   CCC.CC
Gap between HOMO and LUMO   12.0984 eV

Each line ends with the natural charge from an NBO analysis.
Cartesian coordinates (Å):
C  -1.38223  -1.74898  -0.65390  -0.3814
C  -1.10335  -1.92391  -2.19175  -0.6151
C  -1.21243  -0.33183  -0.10706  -0.6250
H  -0.70027  -2.46929  -0.19357  0.1883
H  -2.45890  -2.05993  -0.39172  0.1880
H  -1.10068  -2.98325  -2.50614  0.2185
H  -1.76202  -1.18191  -2.67330  0.2016
H  -0.95207  -0.42502  0.96286  0.2152
H  -2.21545  0.04795  -0.14591  0.2062
H  -0.15130  -1.42534  -2.32291  0.1989
H  -0.58380  0.33421  -0.69431  0.2055
C  1.93365  1.18305  1.19163  -0.6169
C  1.59474  2.60340  1.66514  -0.6204
H  1.09203  0.51986  1.00736  0.2078
H  2.28757  1.30464  0.15592  0.1969
H  2.63355  0.60125  1.78160  0.2093
H  2.48449  3.16828  1.82563  0.2085
H  1.41061  2.56784  2.77808  0.1996
H  0.82431  3.14239  1.11147  0.2144

=====

Entry 3:
# C5H14

A cluster of 2 separate species, C5H14 in total in a non-equilibrium geometry (wB97M-V/def2-TZVPD, the OMol25 dataset).

Calculated values
Energy above the lowest of the compared OMol25 structures with the same formula, charge and spin   24.5 kcal/mol
SMILES   CCC.CC
Gap between HOMO and LUMO   12.1268 eV

Each line ends with the natural charge from an NBO analysis.
Cartesian coordinates (Å):
C  0.81860  -1.90052  0.45436  -0.6366
C  1.07140  -3.31572  1.01644  -0.6208
H  0.54086  -1.33140  1.36206  0.2183
H  0.26277  -1.92199  -0.54007  0.2189
H  1.79443  -1.60007  0.05755  0.2020
H  0.09581  -3.77825  1.04544  0.2071
H  1.77497  -3.82548  0.34752  0.1983
H  1.75616  -3.41072  1.87707  0.2120
C  -0.89281  1.68267  -1.74340  -0.6022
C  -0.09228  1.64769  -0.46386  -0.4033
C  -0.97019  2.10062  0.71221  -0.6135
H  -1.62828  0.87891  -1.62265  0.1942
H  -0.39999  1.41849  -2.66931  0.2107
H  -1.49136  2.58745  -1.75916  0.1984
H  0.77964  2.27578  -0.62375  0.1903
H  0.32719  0.65638  -0.31508  0.2038
H  -1.35326  1.25371  1.29377  0.2120
H  -0.42489  2.77430  1.37055  0.2103
H  -1.74555  2.76640  0.26283  0.2002

=====

Entry 4:
# C5H14BeN6O9Pb

A structure of composition C5H14BeN6O9Pb in a non-equilibrium geometry (wB97M-V/def2-TZVPD, the OMol25 dataset).

Calculated values
Net charge   +2
Gap between HOMO and LUMO   2.6914 eV

Each line ends with the natural charge from an NBO analysis.
Cartesian coordinates (Å):
Be  2.74202  -0.34488  3.91589  1.1506
Pb  -1.95604  0.78590  3.65283  1.7571
O  5.56181  0.17082  0.31069  -0.6077
C  4.79281  -0.60922  0.96852  0.9135
O  3.90861  -0.15607  1.68387  -0.6828
O  4.83629  -1.87144  0.76549  -0.3950
H  6.16818  -0.47464  -0.05987  0.5166
O  0.70813  -0.56984  0.18911  -0.6585
C  0.24459  -0.02317  1.33767  1.0116
O  -0.79501  0.67698  1.32310  -0.8434
O  0.71763  -0.41878  2.42470  -0.8609
H  1.45052  -1.02288  0.59558  0.5301
C  2.63170  -1.87295  -2.37450  0.7377
O  2.78439  -2.62288  -1.43021  -0.6635
N  1.77038  -0.97586  -2.43596  -0.7897
N  3.22829  -1.80651  -3.51419  -0.8117
H  1.69511  -0.37782  -3.24638  0.3898
H  1.28809  -0.78256  -1.56986  0.3898
H  4.03595  -2.40561  -3.60841  0.4049
H  3.10327  -1.11367  -4.23838  0.3974
C  -3.19692  -1.75086  -0.25136  0.7249
O  -4.32328  -2.31163  -0.21733  -0.6492
N  -2.14674  -2.40087  -0.65933  -0.8248
N  -3.03974  -0.41727  -0.28121  -0.8381
H  -2.35844  -3.29164  -1.08572  0.4356
H  -1.21156  -2.02668  -0.58492  0.3845
H  -2.09449  -0.06387  -0.23969  0.3811
H  -3.80247  0.15355  0.05420  0.3997
C  -3.30101  3.32812  1.53038  0.7808
O  -3.10927  2.96578  2.66112  -0.7935
N  -4.08306  4.27196  1.21662  -0.7663
N  -2.60845  2.81784  0.52428  -0.8121
H  -4.75865  4.40498  1.95554  0.4250
H  -4.22901  4.70174  0.31435  0.4326
H  -1.91177  2.11159  0.71387  0.4230
H  -2.74186  3.32235  -0.34046  0.4105

=====

Entry 5:
# C5H14IN2

A cluster of 2 separate species, C5H14IN2 in total in a non-equilibrium geometry (wB97M-V/def2-TZVPD, the OMol25 dataset).

Calculated values
Energy above the lowest of the compared OMol25 structures with the same formula, charge and spin   120.0 kcal/mol
Net charge   +1
Gap between HOMO and LUMO   7.5535 eV

Each line ends with the natural charge from an NBO analysis.
Cartesian coordinates (Å):
C  -0.12315  -1.40505  -0.81539  -0.6549
C  1.98524  1.01377  0.19769  -0.7190
C  -1.88149  0.95118  0.35944  -0.3990
C  -0.37997  -0.06161  -1.41206  -0.1733
C  0.54239  1.15121  0.64105  0.1613
N  0.38386  -0.93396  2.06245  -0.7525
N  -0.54379  1.07694  -0.27718  -0.4930
I  0.21596  2.76571  2.03363  0.2811
H  -0.57065  -2.14365  -1.59637  0.2512
H  0.86668  -1.48719  -0.65032  0.2140
H  -0.59690  -1.77888  0.06609  0.2741
H  2.11205  1.92499  -0.44359  0.2343
H  2.58594  1.00678  1.04464  0.2606
H  2.20633  0.10840  -0.36237  0.2444
H  -1.97923  1.97469  0.73617  0.2374
H  -2.60581  0.80785  -0.48006  0.2354
H  -1.65801  0.19076  1.01776  0.2469
H  -1.32579  -0.03163  -1.85781  0.2159
H  0.37902  0.22249  -2.07903  0.2234
H  1.34940  -0.87903  2.31039  0.3314
H  -0.11338  -0.33371  2.87656  0.3491
H  -0.51027  1.79779  -0.96754  0.4312

=====

Entry 6:
# C5H14INO6PS2

A cluster of 2 separate species, C5H14INO6PS2 in total in a non-equilibrium geometry (wB97M-V/def2-TZVPD, the OMol25 dataset).

Calculated values
Net charge   +1
Gap between HOMO and LUMO   7.4011 eV

Each line ends with the natural charge from an NBO analysis.
Cartesian coordinates (Å):
C  -3.81823  2.64104  2.15708  -0.6502
C  -2.70217  2.81101  1.12892  -0.0707
O  -3.00227  2.31685  -0.17936  -0.5116
C  -3.29216  0.97377  -0.22331  -0.1506
S  -2.19123  0.14195  -1.49608  0.1390
I  -3.41040  -1.88676  -1.98368  0.2782
P  -0.31014  -0.56547  -0.62149  1.2475
N  0.37529  0.81944  0.14219  -1.1188
O  -0.80774  -1.48950  0.65225  -0.9482
H  -4.26022  1.64305  2.17928  0.2071
H  -3.38571  2.80536  3.14374  0.2382
H  -4.63257  3.34423  2.00341  0.2377
H  -2.54021  3.87900  0.99948  0.2249
H  -1.75211  2.42300  1.51880  0.1444
H  -4.30284  0.83608  -0.60966  0.2346
H  -3.15241  0.43397  0.71340  0.2061
H  0.44231  1.56269  -0.55168  0.4127
H  -0.24191  1.13964  0.88824  0.3789
H  -0.74583  -0.98460  1.47473  0.5010
C  3.31949  -1.49146  -0.30515  -0.0890
C  3.78519  -1.19640  -1.71821  -0.1035
O  4.93308  -2.02533  -1.89315  -0.6745
S  4.74588  -3.39498  -1.06147  2.5305
O  4.25708  -4.40347  -1.93518  -0.8831
O  5.89088  -3.58325  -0.24516  -0.8727
O  3.51686  -2.89443  -0.14049  -0.6862
H  3.92720  -0.96366  0.43313  0.1996
H  2.26856  -1.25103  -0.15205  0.1765
H  4.05397  -0.15307  -1.86241  0.2137
H  3.03234  -1.48769  -2.45613  0.1884

=====

Entry 7:
# C5H14N

The ion C5H14N with charge +1 in a non-equilibrium geometry (wB97M-V/def2-TZVPD, the OMol25 dataset).

Calculated values
Energy above the lowest of the compared OMol25 structures with the same formula, charge and spin   8.5 kcal/mol
SMILES   CCC[C@@H](C)[NH3+]
Net charge   +1
Gap between HOMO and LUMO   11.8877 eV

Each line ends with the natural charge from an NBO analysis.
Cartesian coordinates (Å):
C  -0.17842  -2.03146  1.13297  -0.6340
C  -0.15393  -0.54725  0.65151  -0.0468
C  0.12160  -0.57842  -0.87185  -0.4138
C  0.09933  0.87129  -1.47886  -0.4253
C  -0.92222  1.89682  -0.93560  -0.6190
N  0.95493  0.22982  1.32588  -0.6791
H  -0.09048  -2.66934  0.26522  0.2397
H  0.69820  -2.26179  1.74256  0.2173
H  -1.08441  -2.33657  1.65458  0.2510
H  -1.05380  0.00007  0.89478  0.2289
H  -0.65029  -1.24319  -1.25136  0.2405
H  1.11744  -0.96048  -1.09978  0.2250
H  -0.08465  0.72500  -2.54322  0.2442
H  1.13128  1.24825  -1.41009  0.1897
H  -1.08274  2.59213  -1.74842  0.2514
H  -0.56785  2.36496  -0.02727  0.1849
H  -1.83211  1.32990  -0.73131  0.2114
H  1.06359  1.06712  0.74572  0.4471
H  0.65248  0.52236  2.25855  0.4437
H  1.86204  -0.21920  1.42598  0.4430

=====

Entry 8:
# C5H14N

A cluster of 2 separate species, C5H14N in total (wB97M-V/def2-TZVPD, the OMol25 dataset).

Calculated values
Energy above the lowest of the compared OMol25 structures with the same formula, charge and spin   22.4 kcal/mol
Net charge   +1
Gap between HOMO and LUMO   9.8494 eV

Each line ends with the natural charge from an NBO analysis.
Cartesian coordinates (Å):
C  2.02834  1.22496  -1.64835  -0.4132
N  0.67377  0.64992  -1.36353  -0.6968
H  2.46168  1.49592  -0.69174  0.2384
H  2.62930  0.49007  -2.17193  0.2418
H  1.87411  2.09253  -2.28337  0.2383
H  0.01586  1.36996  -1.04207  0.4396
H  0.58156  -0.05282  -0.59381  0.4718
H  0.22298  0.22721  -2.18284  0.4393
C  -0.41939  1.19094  1.74209  -0.6653
C  -0.41242  -0.25555  1.35130  -0.2230
C  -1.24279  -0.87133  0.49308  -0.2063
C  -1.03760  -2.25630  -0.02897  -0.6573
H  -1.12758  1.77851  1.15584  0.2107
H  -0.65531  1.30622  2.80049  0.2588
H  0.57625  1.63099  1.63117  0.2145
H  0.31148  -0.89876  1.85274  0.2138
H  -2.16454  -0.34387  0.24488  0.2110
H  -0.28149  -2.77411  0.56613  0.2289
H  -1.99211  -2.77924  -0.04018  0.2464
H  -0.62871  -2.31739  -1.04402  0.2085

=====

Computed values of E (unit: eV) for the preceding records, in sequence: -5411.879 -5411.091 -5410.987 -38408.190 -16481.051 -58238.983 -6895.492 -6894.891.
Computed values of M (unit: g/mol) for the preceding records, in sequence: 74.2 74.2 74.2 518.4 229.1 406.2 88.2 88.2.